# 1
16
Properties=species:S:1:pos:R:3:forces:R:3 method="wB97M-V/def2-TZVPD" homo_ev=-8.496 gap_ha=0.341 smiles="C=CO.CNN" relative_energy_kj_mol=340.8 spin_multiplicity=1
C 1.9588 -0.4600 -0.6759 -0.01 1.13 -0.43
C -2.3449 0.4901 -0.4510 -0.06 -0.75 -2.42
C 2.8519 -0.3050 0.2957 -0.76 -1.73 -0.24
N -2.0006 -0.6199 0.3803 1.67 0.94 1.83
N -0.7777 -0.4179 1.1780 -1.66 -0.24 0.30
O 3.8746 0.5507 0.3355 -0.27 1.65 -0.54
H 1.8276 0.2687 -1.4633 0.47 0.18 -0.29
H -1.0420 0.3589 1.8067 0.55 -0.76 -0.47
H 1.2342 -1.2339 -0.7535 -0.27 -0.66 0.60
H -1.5714 1.2742 -0.5489 -0.80 -0.04 0.64
H -2.4305 0.0980 -1.4778 0.34 0.14 -0.26
H -3.3862 0.7111 -0.3120 -0.31 1.41 0.72
H 2.8311 -0.9983 1.1224 0.35 -0.07 0.21
H -2.0208 -1.4530 -0.1564 0.76 -0.90 0.07
H 0.0804 -0.1947 0.6697 -0.62 0.24 -0.29
H 3.6665 1.2423 -0.3358 0.61 -0.55 0.57


# 2
5
Properties=species:S:1:pos:R:3:forces:R:3 method="wB97M-V/def2-TZVPD" homo_ev=-6.427 gap_ha=0.145 relative_energy_kj_mol=197.1 spin_multiplicity=1
O -20.2919 -1.0613 6.0058 0.62 -0.45 0.78
H -20.7013 -0.2333 6.2672 -0.43 1.82 0.04
H -20.0172 -1.1063 5.0871 0.10 0.16 -0.94
H -20.8168 -1.8011 6.3202 -0.37 -0.78 0.02
I -21.0865 3.9463 5.3418 0.08 -0.75 0.10


# 3
15
Properties=species:S:1:pos:R:3:forces:R:3 method="wB97M-V/def2-TZVPD" homo_ev=-9.735 gap_ha=0.395 relative_energy_kj_mol=205.6 spin_multiplicity=1
O 2.0768 -1.0115 -0.1156 0.12 0.03 -0.33
C 0.9705 -0.3404 0.4241 -0.13 0.00 0.24
C 0.6830 1.0801 -0.1564 -0.14 -0.04 0.16
C -0.7562 0.7729 -0.5688 -1.18 0.22 1.04
C -1.4084 -0.0555 0.5756 0.20 -0.20 0.17
C -0.3658 -1.0035 0.0344 0.21 -0.54 0.26
O -0.5943 -0.4659 -1.3112 -0.04 -0.03 0.12
H 1.8692 -1.1662 -1.0481 0.15 0.02 0.06
H 1.1149 -0.3098 1.5070 0.00 -0.13 -0.11
H 0.7774 1.9086 0.5489 -0.02 -0.20 0.09
H 1.3670 1.2694 -0.9929 -0.41 0.00 0.01
H -1.5523 1.4495 -0.8117 0.56 0.96 -1.64
H -1.3949 0.2856 1.6165 0.22 -0.07 -0.20
H -2.4212 -0.3511 0.2676 0.36 0.13 0.13
H -0.4304 -2.0835 0.0961 0.10 -0.16 0.00


# 4
6
Properties=species:S:1:pos:R:3:forces:R:3 method="wB97M-V/def2-TZVPD" homo_ev=-9.865 gap_ha=0.381 smiles="FP1=CC=1" relative_energy_kj_mol=58.3 spin_multiplicity=1
C 0.4636 0.0168 -0.7539 -1.24 1.40 6.30
C 0.3823 0.1243 0.6931 0.01 0.23 -6.57
F -1.9178 -0.8856 0.1258 -0.44 0.25 -0.25
P -1.1652 0.5491 -0.0731 1.20 -1.31 -0.22
H 1.2200 0.0102 -1.5224 -0.12 -0.38 -0.04
H 1.0171 0.1852 1.5305 0.59 -0.18 0.78


# 5
42
Properties=species:S:1:pos:R:3:forces:R:3 method="wB97M-V/def2-TZVPD" homo_ev="-9.822 / -12.158" total_charge=+1 gap_ha="0.227 / 0.297" spin_multiplicity=2
Hf 0.9225 -0.3860 -0.3024 0.06 0.11 0.82
C 0.4107 -4.4418 1.0152 -0.14 -0.06 0.17
C 0.2559 -3.1749 0.2535 -0.01 0.01 -0.10
N 0.3162 -1.9502 0.8332 0.55 0.00 -0.12
N 1.0053 -1.7436 2.0622 0.00 -0.07 -0.56
C 2.2806 -1.4769 1.8846 0.04 0.00 0.19
N 3.0326 -1.2701 2.9790 -0.05 0.05 -0.01
S 3.1551 -1.3206 0.3320 -0.13 0.04 -0.09
C 0.0936 -3.1240 -1.1520 -0.25 -0.07 -0.13
C -0.2869 -4.2375 -1.9319 0.09 0.02 0.12
C -0.4998 -4.0920 -3.2712 -0.01 0.03 -0.09
C -0.3418 -2.8242 -3.8689 0.03 -0.04 -0.06
C 0.0459 -1.7746 -3.0922 0.02 0.01 0.22
N 0.2801 -1.8896 -1.7557 -0.26 -0.24 -0.13
H 0.8086 -4.2460 2.0080 0.01 0.04 -0.01
H 1.0728 -5.1375 0.5011 0.01 0.03 -0.02
H -0.5578 -4.9349 1.1430 0.01 0.00 -0.01
H 2.5934 -1.3025 3.8846 0.00 0.00 0.00
H 3.9747 -0.9370 2.8921 0.01 -0.02 0.01
H -0.4267 -5.1939 -1.4487 0.00 0.00 0.01
H -0.8027 -4.9415 -3.8677 0.00 0.01 -0.02
H -0.5190 -2.6713 -4.9228 0.01 -0.02 0.00
H 0.1780 -0.7862 -3.5156 0.00 0.01 0.01
C 1.3401 5.7760 -0.8448 0.03 0.08 -0.03
C 0.4206 4.9787 0.0365 -0.04 -0.14 0.00
O 0.0554 3.7542 -0.6934 0.00 0.10 0.09
P -0.3840 2.4740 0.0830 -0.04 0.02 -0.18
S -0.9574 1.1003 -1.2635 -0.04 -0.05 -0.26
S 1.0957 1.6955 1.1895 0.19 0.06 0.21
O -1.5518 2.9671 0.9987 -0.18 0.03 0.00
C -2.3009 2.0862 1.8997 0.19 0.10 -0.02
C -3.6738 1.8263 1.3427 -0.09 -0.08 0.06
H 1.5425 6.7412 -0.3800 0.00 -0.02 0.02
H 0.8817 5.9565 -1.8161 -0.02 0.00 0.01
H 2.2879 5.2603 -0.9923 -0.01 -0.02 -0.01
H -0.5105 5.4942 0.2619 0.01 0.04 -0.03
H 0.9002 4.6885 0.9736 0.02 0.03 -0.01
H -2.3349 2.6264 2.8427 -0.02 -0.01 0.01
H -1.7227 1.1725 2.0499 -0.05 -0.03 -0.01
H -4.2227 2.7562 1.2045 0.03 0.02 -0.01
H -4.2263 1.2097 2.0538 -0.01 0.01 -0.02
H -3.6305 1.2932 0.3942 0.04 0.01 -0.02


# 6
14
Properties=species:S:1:pos:R:3:forces:R:3 method="wB97M-V/def2-TZVPD" homo_ev=-9.382 gap_ha=0.381 smiles="C=CCC(C)=O" relative_energy_kj_mol=82.0 spin_multiplicity=1
C 0.6975 -1.8611 -0.2930 0.07 -0.04 0.04
C -0.3023 -1.0010 0.4491 -0.04 -0.09 0.19
C -0.9353 0.1462 -0.3310 -0.11 0.02 0.04
C 0.0392 1.3031 -0.3687 0.09 0.14 0.13
C 0.1657 2.1721 0.6292 -0.02 -0.08 -0.12
O -0.5780 -1.1949 1.6119 0.09 0.05 -0.42
H 1.3801 -2.3340 0.4157 -0.10 0.06 -0.09
H 0.1529 -2.6497 -0.8269 0.04 0.13 0.05
H 1.2588 -1.2850 -1.0356 -0.09 -0.05 0.12
H -1.8515 0.4348 0.1913 0.13 -0.04 -0.05
H -1.1900 -0.1770 -1.3474 0.07 0.03 0.16
H 0.6878 1.3812 -1.2409 -0.09 0.00 0.13
H -0.4589 2.1036 1.5179 0.07 0.00 -0.14
H 0.8980 2.9739 0.6001 -0.10 -0.12 -0.04


# 7
53
Properties=species:S:1:pos:R:3:forces:R:3 method="wB97M-V/def2-TZVPD" homo_ev="-6.852 / -7.265" gap_ha="0.265 / 0.278" relative_energy_kj_mol=38.4 spin_multiplicity=4
C -1.3351 0.3545 -3.8586 -0.14 -0.94 0.82
C -0.9866 0.5761 -2.4956 0.41 0.19 -0.20
N -0.0405 -0.1932 -1.8649 -0.85 -0.76 -1.96
C 0.3574 -1.3449 -2.4988 -0.76 0.92 0.05
C -0.0827 -1.6808 -3.7588 -0.38 -1.16 -0.59
C -0.9548 -0.8639 -4.4489 -0.19 2.03 -0.09
C -1.7017 1.6155 -1.6701 2.01 1.86 -0.88
P -0.6297 2.1782 -0.2818 -0.08 -1.30 1.05
Cr 0.6613 0.3044 -0.0068 -0.47 -0.67 0.74
P 1.3108 -1.9020 0.0538 -0.66 1.45 0.18
C 1.1715 -2.3178 -1.7550 1.68 -1.39 1.93
O -3.9400 0.6883 -1.0379 -2.43 -0.58 0.05
O -2.5661 -1.1044 -0.1358 -4.27 -0.63 -0.47
H -2.0091 1.0541 -4.3716 0.31 -0.39 0.36
H 0.1589 -2.6677 -4.1840 0.11 0.60 0.33
H -1.3234 -1.0664 -5.4576 0.27 -0.24 0.35
C 0.5649 3.4841 -0.6506 -0.42 0.89 -0.64
C -1.7818 2.7647 1.0009 -0.29 0.54 0.01
H 0.8054 -3.3522 -1.7357 -0.41 0.24 -0.67
H 2.2105 -2.4308 -2.0837 -0.09 0.38 -0.38
H -2.8065 1.1808 -1.2802 1.95 1.41 -0.74
H -1.7828 2.5425 -2.2930 -0.70 -0.71 0.02
C 2.9481 -2.2800 0.7255 0.35 -0.95 -0.34
C 0.0435 -3.0030 0.8094 0.57 -0.47 -0.14
H -1.6170 -1.1672 -0.0524 1.61 0.43 1.33
H -3.2141 -1.4476 0.5322 2.00 0.11 -0.37
H -3.4262 -0.2071 -0.7644 -0.68 0.62 -0.87
H -4.4861 0.8130 -1.8558 0.87 -0.95 1.17
H 2.0532 0.7940 -0.3881 1.76 0.39 -0.95
H -0.3972 -0.6947 0.4773 -1.51 -0.52 0.38
H -0.0052 4.3587 -0.9678 0.30 0.40 -0.13
H 1.2316 3.7561 0.1820 -0.49 -0.42 -0.02
H 1.2209 3.1472 -1.4592 -0.21 -0.02 0.07
H -2.1366 3.7768 0.7265 -0.04 -0.40 0.28
H -2.6379 2.0689 1.0329 0.38 0.31 -0.03
H -1.3266 2.7990 2.0084 -0.05 -0.04 -0.62
H 0.3770 -4.0427 0.6782 -0.40 -0.01 0.19
H -0.1589 -2.7705 1.8714 0.27 0.01 -0.57
H -0.8844 -2.8015 0.2393 0.65 -0.53 0.31
H 3.2048 -3.3014 0.4060 0.37 0.16 0.38
H 3.6876 -1.5597 0.3350 -0.47 -0.27 0.14
H 2.9352 -2.2192 1.8287 -0.13 -0.02 -0.53
O -0.7111 -0.5966 2.9203 0.35 0.32 0.07
C 0.3592 -0.0110 2.9928 0.89 -0.11 -0.17
C 1.1146 0.2184 4.3129 -0.08 0.03 0.23
C 2.4055 0.9315 3.9115 0.21 0.18 0.11
C 2.2690 1.1414 2.3868 0.32 -0.46 -0.09
O 3.0906 1.7241 1.6926 -0.87 -0.34 0.89
N 1.1222 0.4736 1.9325 0.03 0.64 0.98
H 0.4711 0.8371 4.9678 0.32 -0.48 -0.17
H 1.3315 -0.7547 4.8022 -0.46 0.57 -0.23
H 2.5341 1.9060 4.4279 0.12 -0.61 -0.39
H 3.3019 0.2920 4.1020 -0.56 0.66 -0.18


# 8
12
Properties=species:S:1:pos:R:3:forces:R:3 method="wB97M-V/def2-TZVPD" homo_ev=-9.203 gap_ha=0.365 relative_energy_kj_mol=378.0 spin_multiplicity=1
O 0.1061 -1.4055 -1.2223 -0.09 -0.15 -0.14
C 0.1000 -0.3902 -0.2904 0.06 0.87 -0.44
C -1.1044 -0.0525 0.5776 0.00 -0.08 -0.20
C -0.4722 0.9759 -0.3013 -0.73 0.24 -0.36
O 0.6161 1.5711 0.3947 -0.08 -0.12 -0.03
C 1.3540 0.3502 0.2922 -1.27 -2.14 -0.84
H -0.1172 -2.2431 -0.7860 0.10 0.43 -0.12
H -2.0415 -0.4223 0.1745 0.12 -0.20 0.02
H -1.0803 0.0606 1.6648 0.18 0.01 -0.32
H -0.8845 1.4459 -1.1716 -0.49 0.62 0.07
H 1.3421 -0.3979 1.0676 2.09 1.12 1.94
H 2.1820 0.5077 -0.3999 0.10 -0.60 0.41


# 9
13
Properties=species:S:1:pos:R:3:forces:R:3 method="wB97M-V/def2-TZVPD" homo_ev=-4.159 total_charge=-1 gap_ha=0.281 relative_energy_kj_mol=100.9 spin_multiplicity=1
C -3.1100 0.0381 0.2971 -0.63 -1.98 0.97
C 1.8417 -0.6885 -0.5355 -1.26 0.79 -1.23
C 0.8687 -0.3125 0.5788 -1.24 -0.67 0.59
N -2.5493 0.7660 -0.3992 1.27 2.75 -1.90
O -3.6252 -0.8222 0.9449 -0.98 -0.81 1.08
O -0.2393 1.7605 -0.6037 0.08 0.57 -0.83
S 0.7585 1.5199 0.6310 -0.23 -0.53 1.02
H -0.2461 -0.6220 0.4556 2.01 0.28 -0.24
H 1.2859 -0.6993 -1.5265 1.10 0.36 1.03
H 2.3649 -1.5849 -0.4352 0.08 -2.34 0.38
H 2.7156 -0.0418 -0.4914 -0.38 0.84 -0.49
H 1.1729 -0.8237 1.5374 -0.15 1.09 -0.59
H -1.2383 1.5103 -0.4534 0.33 -0.37 0.20